15
Properties=species:S:1:pos:R:3 method="wB97M-V/def2-TZVPD" e_above_lowest_kcal_mol=67.1 orbital_gap_ev="7.137 / 6.580" total_energy_ha=-591.295618 e_lumo_ev="0.307 / 0.022" multiplicity=1
C 2.126 1.348 0.058
C 2.108 0.051 0.235
C 0.844 1.792 -0.298
C 0.739 -0.483 -0.197
C -2.478 -0.412 -0.011
N -0.059 0.787 -0.197
P -1.633 1.221 0.325
H 2.995 1.918 0.368
H 2.989 -0.620 0.185
H 0.351 2.814 -0.108
H 0.172 -0.929 0.572
H -3.427 -0.340 -0.502
H -2.660 -0.802 1.027
H -1.816 -1.055 -0.455
H 1.029 -1.207 -1.041

15
Properties=species:S:1:pos:R:3 method="wB97M-V/def2-TZVPD" charge=+1 e_above_lowest_kcal_mol=76.7 orbital_gap_ev="8.131 / 8.132" total_energy_ha=-647.876097 e_lumo_ev="-5.569 / -5.569" multiplicity=1
C -0.038 -1.324 -0.739
C 1.219 -1.061 -0.253
C -1.778 -1.011 0.793
C 0.737 1.242 0.801
C 0.310 1.669 -0.619
N -1.068 -0.677 -0.181
S 1.409 -0.157 1.220
H -0.242 -1.978 -1.677
H 2.107 -1.550 -0.495
H -2.661 -0.513 1.266
H -1.667 -1.918 1.313
H 0.590 2.086 1.542
H 1.268 1.423 -1.072
H 0.222 2.801 -0.743
H -0.408 0.969 -1.156

17
Properties=species:S:1:pos:R:3 method="wB97M-V/def2-TZVPD" charge=+2 e_above_lowest_kcal_mol=0.0 orbital_gap_ev="8.926 / 7.955" total_energy_ha=-1928.475431 e_lumo_ev="-10.136 / -11.106" multiplicity=3 s2=2.008
O -0.512 -0.287 -2.480
C 0.217 1.478 1.611
C -0.024 0.653 -1.605
O 0.605 2.203 2.450
O -0.496 1.692 0.586
C -0.983 0.734 -0.424
Ni -0.232 -1.871 -2.918
H 0.037 1.652 -2.073
H 0.992 0.414 -1.236
H -1.139 -0.238 0.059
H -1.956 1.140 -0.716
C -0.210 -0.794 2.596
C 0.827 -0.297 1.826
H -1.018 -1.390 2.160
H -0.322 -0.502 3.643
H 0.922 -0.680 0.805
H 1.766 -0.079 2.340

14
Properties=species:S:1:pos:R:3 method="wB97M-V/def2-TZVPD" e_above_lowest_kcal_mol=150.5 orbital_gap_ev="8.407 / 8.407" total_energy_ha=-270.318065 e_lumo_ev="0.197 / 0.197" multiplicity=1
C -1.491 -1.063 -0.598
C -0.737 0.244 -0.611
C -0.188 0.868 0.614
C 0.809 0.372 -0.462
C 1.721 -0.272 0.371
O 2.287 -1.185 0.818
H -1.110 -1.728 0.183
H -2.552 -0.878 -0.399
H -1.408 -1.580 -1.561
H -0.996 0.900 -1.446
H -0.275 0.132 1.429
H 0.869 1.629 1.247
H 1.254 1.211 -0.991
H 1.817 1.352 1.405